The following is a quantum chemistry calculation of a gas-phase ion, C16H20N3O5 (charge -1), from the Open Molecules 2025 dataset.

Geometry as XYZ:
```
44
C16H20N3O5 ωB97M-V/def2-TZVPD
O -2.296 -1.397 -0.249
O 1.587 -1.377 5.282
O 2.471 3.563 3.716
O 1.858 1.769 -0.110
O 0.559 -1.358 3.458
C -1.415 -1.755 0.541
C 1.072 -0.689 4.374
C 2.007 2.893 2.802
C 1.402 0.844 0.523
C 0.495 0.980 -5.081
C 1.780 0.925 -4.646
C -0.610 0.326 -4.493
C 1.978 0.263 -3.385
C -0.381 -0.415 -3.331
C 0.954 -0.404 -2.720
N 1.369 3.628 1.813
N 1.392 0.622 1.789
N -0.215 -1.167 0.550
C -1.711 -3.012 1.375
C 1.199 5.115 1.864
C 1.296 0.859 4.313
C 1.238 -0.864 -1.327
C 1.970 1.324 2.946
C 0.431 -0.145 -0.311
H 0.355 1.541 -5.988
H 2.678 1.447 -5.036
H -1.645 0.296 -4.881
H 2.952 0.397 -2.866
H -1.234 -0.834 -2.741
H 1.282 3.040 0.992
H 0.828 -0.152 2.208
H 0.314 -1.588 1.369
H -1.517 -3.013 2.474
H -2.798 -2.938 1.146
H -1.431 -3.968 0.890
H 0.932 5.331 2.887
H 0.414 5.408 1.241
H 2.181 5.649 1.821
H 1.852 1.111 5.207
H 0.392 1.381 4.512
H 2.303 -0.825 -1.085
H 1.099 -1.948 -1.141
H 2.986 1.148 3.001
H -0.280 0.469 -0.804
```

SMILES = CNC(=O)[C@@H](CC(=O)[O-])NC(=O)[C@@H](Cc1ccccc1)NC(C)=O
charge = -1
energy above the lowest of the compared OMol25 structures with the same formula, charge and spin = 160.46 kJ/mol

The following is a quantum chemistry calculation of a molecular structure, C30H36AsN5O2PPdS, from the Open Molecules 2025 dataset.

Geometry as XYZ:
```
77
C30H36AsN5O2PPdS ωB97M-V/def2-TZVPD
Pd 0.338 -2.630 1.577
C -3.852 -3.698 2.611
S -2.200 -3.432 1.898
C -1.707 -5.140 2.136
O -2.550 -3.303 0.426
H -4.367 -4.474 2.039
H -4.380 -2.749 2.521
H -3.759 -3.975 3.664
H -1.874 -5.424 3.174
H -0.642 -5.219 1.938
H -2.315 -5.723 1.440
C 1.872 -4.753 3.433
O 0.816 -3.899 3.284
H 1.617 -5.667 4.008
H 2.733 -4.310 3.991
H 2.302 -5.138 2.479
N 5.196 -4.312 2.333
N 4.364 -3.307 1.841
N 4.143 -2.165 2.465
C 3.158 -1.672 1.737
N 2.788 -2.501 0.733
N 3.597 -3.534 0.814
H 5.836 -3.846 2.967
H 4.585 -4.916 2.883
H 2.675 -0.734 1.941
C 0.991 0.312 -0.185
C 0.678 1.344 -1.257
As 2.062 2.728 -1.449
C 1.495 3.829 0.073
C 0.787 5.024 -0.033
C 0.410 5.728 1.106
C 0.736 5.251 2.367
C 1.463 4.073 2.486
C 1.848 3.377 1.347
C 1.202 3.686 -2.919
C -0.176 3.892 -2.996
C -0.735 4.523 -4.099
C 0.077 4.954 -5.142
C 1.447 4.755 -5.076
C 2.004 4.123 -3.968
P -0.330 -0.925 0.236
C -1.758 0.188 0.569
C -1.559 1.412 1.215
C -2.631 2.212 1.591
C -3.932 1.794 1.342
C -4.144 0.571 0.718
C -3.071 -0.227 0.337
C -0.685 -1.494 -1.490
C -0.024 -2.641 -1.923
C -0.176 -3.100 -3.225
C -1.003 -2.428 -4.115
C -1.676 -1.288 -3.695
C -1.510 -0.826 -2.395
H 1.252 0.792 0.761
H 1.849 -0.301 -0.472
H -0.261 1.853 -1.042
H 0.580 0.874 -2.237
H 0.521 5.413 -1.007
H -0.150 6.650 1.003
H 0.434 5.797 3.252
H 1.733 3.696 3.464
H 2.435 2.473 1.458
H -0.823 3.561 -2.193
H -1.807 4.674 -4.145
H -0.361 5.439 -6.006
H 2.085 5.084 -5.888
H 3.076 3.966 -3.923
H -0.555 1.760 1.429
H -2.444 3.162 2.079
H -4.772 2.408 1.645
H -5.155 0.229 0.526
H -3.245 -1.193 -0.120
H 0.599 -3.175 -1.214
H 0.344 -3.998 -3.539
H -1.130 -2.793 -5.127
H -2.328 -0.756 -4.377
H -2.043 0.065 -2.082
```

charge = -1
energy = -127679.5888 eV

The following is a quantum chemistry calculation of 13 unconnected molecules or ions with the total composition C5H35NO13S, from the Open Molecules 2025 dataset.

Geometry as XYZ:
```
55
C5H35NO13S ωB97M-V/def2-TZVPD
C 1.227 1.993 -0.259
C 1.906 2.315 1.105
S 2.998 0.940 1.640
C 0.556 0.732 -0.580
N -0.876 0.590 -0.143
C -1.077 -0.705 0.540
C -1.789 -1.486 -0.578
O -2.914 -1.273 -0.959
H 1.878 2.312 -1.104
H 0.622 2.939 -0.425
H 2.608 3.135 0.856
H 1.257 2.723 1.858
H 3.206 1.414 2.871
H 1.121 -0.121 -0.138
H 0.551 0.436 -1.621
H -1.118 1.439 0.396
H -1.813 -0.650 1.355
H -0.178 -1.108 0.982
H -1.320 -2.327 -1.223
H -3.469 1.183 -0.919
H -4.809 1.320 -0.207
O -4.020 1.821 -0.429
H 2.112 -2.114 -0.019
H 1.711 -3.334 -0.767
O 1.513 -2.389 -0.747
H 2.780 -1.480 -1.774
H 3.343 -0.442 -2.744
O 3.614 -1.183 -2.184
H -1.762 3.118 1.829
H -2.465 3.273 0.534
O -1.568 3.366 0.896
H 4.403 -1.169 0.083
H 4.388 -2.104 1.159
O 3.741 -1.562 0.679
H -1.010 -2.518 3.386
H -2.203 -2.075 2.638
O -1.935 -2.775 3.245
H -0.657 0.623 -3.869
H -1.890 0.418 -2.916
O -1.498 0.168 -3.755
H 1.077 -1.365 3.730
H 1.649 -2.597 2.990
O 1.020 -1.870 2.907
H -4.566 -0.462 1.260
H -3.673 0.632 1.674
O -4.517 0.241 1.924
H 1.851 -2.352 -3.651
H 0.289 -2.173 -3.755
O 1.143 -1.802 -3.999
H 1.245 -0.025 -4.318
H 1.859 1.557 -4.260
O 1.406 0.817 -3.854
H -3.034 1.762 3.249
H -1.434 1.755 3.426
O -2.177 1.585 2.843
```

energy above the lowest of the compared OMol25 structures with the same formula, charge and spin = 267.00 kJ/mol

The following is a quantum chemistry calculation of a molecular structure, C33H37ClN2Sn, from the Open Molecules 2025 dataset.

Geometry as XYZ:
```
74
C33H37ClN2Sn ωB97M-V/def2-TZVPD
Sn -0.475 -0.650 0.045
Cl -0.578 -0.052 -2.307
C 1.549 0.249 0.594
C 2.306 -0.426 1.548
C 3.317 0.246 2.253
C 3.623 1.577 1.957
C 2.968 2.198 0.882
C 1.928 1.532 0.201
H 2.110 -1.461 1.816
H 3.868 -0.247 3.063
H 3.256 3.215 0.607
H 1.393 2.066 -0.582
C 4.620 2.297 2.826
H 4.390 3.366 2.898
H 5.655 2.206 2.473
H 4.589 1.875 3.840
C 0.788 -5.698 -1.035
N 0.816 -4.336 -1.219
H 0.241 -6.835 0.759
N 0.222 -4.650 0.795
H 1.043 -6.412 -1.809
C 1.084 -3.708 -2.519
C 1.665 -4.713 -3.497
C -0.227 -3.191 -3.104
H 0.939 -5.487 -3.765
H 1.916 -4.166 -4.413
H 2.584 -5.169 -3.114
H 2.294 -2.064 -3.194
H 3.022 -3.061 -1.896
H -0.719 -2.508 -2.400
C 2.091 -2.596 -2.256
H -0.895 -4.034 -3.350
H 0.016 -2.638 -4.022
H 1.715 -1.876 -1.514
C 0.390 -5.906 0.234
C -1.821 -4.511 2.154
H -2.190 -5.504 1.855
H -2.153 -4.318 3.183
C -0.289 -4.472 2.157
H -0.063 -3.013 3.695
C 0.233 -5.606 3.030
H 1.323 -5.705 2.952
H -2.246 -3.738 1.496
H -0.190 -2.304 2.058
H -0.238 -6.564 2.782
H -0.015 -5.371 4.072
C 0.227 -3.138 2.647
H 1.321 -3.123 2.582
C 0.444 -3.658 -0.101
C -1.324 1.398 0.315
C -1.732 2.493 -0.166
C -2.093 3.827 -0.444
C -1.510 4.838 0.421
C -2.108 6.108 0.671
C -1.504 7.016 1.536
C -0.288 6.691 2.159
C 0.289 5.425 1.983
C -0.345 4.510 1.151
C -3.016 4.193 -1.507
C -3.064 5.481 -2.127
C -3.834 5.707 -3.272
C -4.615 4.689 -3.823
C -4.644 3.447 -3.177
C -3.854 3.192 -2.051
H -3.077 6.353 0.227
H -1.998 7.971 1.746
H 0.193 7.427 2.794
H 1.194 5.140 2.522
H 0.007 3.485 1.088
H -2.446 6.287 -1.733
H -3.810 6.688 -3.753
H -5.192 4.865 -4.743
H -5.260 2.647 -3.575
H -3.815 2.203 -1.594
```

charge = -2
energy = -56153.3425 eV

Record order is preserved below.
F_max: 0.0787 0.0233 0.0805 0.0590 hartree/bohr